1.
# C5H9NO

An isolated molecule of C5H9NO (ωB97M-V/def2-TZVPD, the OMol25 dataset).

Positions of all 16 atoms, in Å:
C (0.618, 2.449, 0.185)
C (0.469, 1.254, 0.181)
C (-2.265, -0.336, -0.078)
C (-0.896, -0.745, 0.574)
C (0.289, -0.161, -0.151)
N (2.738, -0.795, -0.130)
O (1.406, -1.004, 0.334)
H (0.841, 3.451, 0.071)
H (-2.378, -0.743, -1.126)
H (-2.262, 0.657, -0.109)
H (-3.135, -0.847, 0.431)
H (-0.722, -0.499, 1.573)
H (-0.822, -1.797, 0.540)
H (0.226, -0.103, -1.302)
H (3.127, 0.180, 0.090)
H (2.766, -0.963, -1.083)

As for the spin multiplicity: 3. The gap between HOMO and LUMO (alpha / beta) comes out at 5.9324 / 6.8159 eV. Its expectation value of S² is 2.005. Its relative energy (zero: lowest compared OMol25 entry of this formula, charge and spin) is 126.08 kcal/mol.

2.
# C4H6N2O

An isolated molecule of C4H6N2O (ωB97M-V/def2-TZVPD, the OMol25 dataset).

Positions of all 13 atoms, in Å:
C (-0.836, 1.860, 0.721)
O (-1.074, 0.518, 0.497)
N (0.184, 0.041, 0.103)
C (0.342, -0.485, -1.128)
C (0.181, -1.379, 0.016)
C (1.304, -2.093, 0.491)
N (2.227, -2.766, 0.596)
H (-1.696, 2.646, 0.864)
H (-0.321, 2.400, -0.120)
H (-0.186, 2.120, 1.594)
H (1.168, -0.341, -1.879)
H (-0.584, -0.597, -1.799)
H (-0.708, -1.924, 0.044)

As for the spin multiplicity: 1. The gap between HOMO and LUMO comes out at 11.1107 eV. Its relative energy (zero: lowest compared OMol25 entry of this formula, charge and spin) is 120.70 kcal/mol. Its SMILES is CON1C[C@H]1C#N.

3.
# C60H155N9O30

A cluster of 18 separate species, C60H155N9O30 in total (ωB97M-V/def2-TZVPD, the OMol25 dataset).

Positions of all 254 atoms, in Å:
O (-0.135, -4.980, 2.292)
H (0.424, -4.668, 3.007)
H (-0.303, -4.306, 1.629)
H (-0.972, -5.337, 2.599)
O (1.583, -0.215, -5.396)
H (1.110, -0.589, -4.649)
H (2.264, -0.867, -5.576)
H (1.009, -0.163, -6.164)
C (-0.297, -2.099, -1.437)
C (-0.849, -2.205, -0.213)
C (-1.123, -0.983, 0.661)
O (-1.705, -1.036, 1.807)
C (-0.822, 0.241, 0.256)
C (-0.275, 0.525, -0.987)
C (0.010, -0.743, -1.982)
O (0.384, -0.597, -3.185)
O (-0.222, 1.678, -1.411)
O (-0.950, -3.388, 0.223)
H (-0.015, -2.955, -2.031)
H (-0.979, 1.070, 0.930)
O (-3.664, -5.504, 0.079)
H (-3.384, -5.596, 0.989)
H (-2.954, -5.020, -0.343)
O (-3.550, 1.753, -0.364)
H (-2.813, 1.252, -0.015)
H (-3.651, 2.486, 0.243)
O (-2.435, 2.552, -2.713)
H (-1.663, 2.100, -2.372)
H (-3.135, 2.330, -2.098)
O (0.336, 4.134, -0.515)
H (0.069, 3.218, -0.591)
H (0.103, 4.523, -1.358)
O (-3.380, -2.998, 3.134)
H (-2.640, -2.398, 3.048)
H (-2.988, -3.870, 3.102)
O (1.931, 1.687, -3.069)
H (1.257, 1.017, -3.179)
H (1.681, 2.150, -2.270)
C (-9.160, -2.639, -1.242)
O (-8.158, -2.694, -0.296)
C (-6.919, -3.158, -0.880)
C (-5.912, -3.188, 0.237)
N (-6.102, -2.192, 1.278)
C (-5.477, -0.927, 0.971)
C (-5.547, 0.067, 2.166)
O (-5.118, -0.534, 3.367)
C (-4.933, 0.382, 4.486)
H (-8.950, -1.887, -2.002)
H (-10.005, -2.240, -0.681)
H (-9.567, -3.542, -1.698)
H (-6.543, -2.591, -1.732)
H (-6.975, -4.134, -1.362)
H (-4.873, -3.170, -0.093)
H (-6.173, -4.126, 0.726)
H (-7.094, -2.199, 1.086)
H (-5.870, -0.409, 0.096)
H (-4.410, -1.054, 0.790)
H (-6.561, 0.438, 2.317)
H (-4.920, 0.899, 1.843)
H (-4.402, -0.216, 5.226)
H (-5.884, 0.663, 4.938)
H (-4.302, 1.227, 4.211)
C (0.684, -6.145, -2.050)
O (0.779, -7.327, -2.853)
C (1.340, -7.028, -4.147)
C (1.509, -8.305, -5.068)
N (0.196, -8.791, -5.387)
C (0.287, -10.168, -5.923)
C (-1.101, -10.579, -6.468)
O (-1.873, -10.794, -5.304)
C (-3.210, -11.165, -5.540)
H (0.010, -6.393, -1.230)
H (0.254, -5.362, -2.675)
H (1.662, -5.825, -1.690)
H (2.357, -6.636, -4.152)
H (0.835, -6.358, -4.842)
H (2.075, -9.023, -4.474)
H (2.073, -8.011, -5.953)
H (-0.281, -8.808, -4.497)
H (0.569, -10.825, -5.100)
H (1.046, -10.268, -6.698)
H (-1.083, -11.543, -6.975)
H (-1.572, -9.857, -7.135)
H (-3.127, -11.945, -6.298)
H (-3.738, -10.324, -5.989)
H (-3.587, -11.661, -4.646)
C (-0.660, -3.071, -5.728)
O (0.641, -2.693, -6.036)
C (1.644, -3.653, -5.685)
C (3.028, -3.152, -6.027)
N (3.517, -2.034, -5.206)
C (3.949, -2.333, -3.846)
C (4.546, -1.132, -3.205)
O (5.653, -0.745, -3.977)
C (6.491, 0.163, -3.330)
H (-0.912, -4.055, -6.122)
H (-1.311, -2.346, -6.216)
H (-0.804, -3.024, -4.648)
H (1.413, -4.645, -6.074)
H (1.542, -3.833, -4.615)
H (3.081, -2.973, -7.101)
H (3.664, -4.030, -5.911)
H (4.214, -1.465, -5.665)
H (4.712, -3.105, -3.742)
H (3.014, -2.659, -3.390)
H (4.800, -1.424, -2.185)
H (3.757, -0.384, -3.129)
H (7.517, 0.208, -3.695)
H (6.574, -0.025, -2.259)
H (6.087, 1.148, -3.564)
C (-2.003, 0.526, -5.347)
O (-0.824, 0.517, -6.142)
C (-1.141, 0.679, -7.510)
C (0.263, 0.757, -8.239)
N (0.965, -0.519, -8.098)
C (2.119, -0.761, -8.900)
C (3.188, 0.264, -8.612)
O (3.718, 0.158, -7.277)
C (4.607, 1.191, -6.892)
H (-2.436, -0.473, -5.404)
H (-2.720, 1.259, -5.718)
H (-1.698, 0.703, -4.316)
H (-1.618, 1.629, -7.751)
H (-1.789, -0.170, -7.728)
H (0.856, 1.518, -7.733)
H (0.163, 1.019, -9.293)
H (0.249, -1.220, -8.221)
H (1.883, -0.839, -9.961)
H (2.609, -1.703, -8.655)
H (2.726, 1.232, -8.806)
H (3.943, 0.066, -9.373)
H (5.454, 1.168, -7.578)
H (5.137, 0.968, -5.966)
H (4.214, 2.207, -6.853)
C (2.400, -2.338, 0.684)
O (1.786, -2.935, 1.848)
C (2.125, -2.176, 2.986)
C (1.214, -2.584, 4.168)
N (1.114, -4.004, 4.465)
C (2.398, -4.625, 4.699)
C (2.236, -6.123, 5.207)
O (1.506, -6.875, 4.305)
C (1.343, -8.126, 4.806)
H (3.475, -2.155, 0.683)
H (1.916, -1.372, 0.540)
H (2.157, -2.849, -0.247)
H (1.955, -1.119, 2.781)
H (3.182, -2.127, 3.250)
H (0.166, -2.317, 4.030)
H (1.570, -2.180, 5.116)
H (0.786, -4.031, 5.420)
H (2.945, -4.014, 5.417)
H (3.008, -4.649, 3.796)
H (1.833, -6.206, 6.216)
H (3.258, -6.503, 5.213)
H (0.661, -8.531, 4.058)
H (0.813, -8.132, 5.759)
H (2.305, -8.635, 4.868)
C (1.637, 2.717, 3.339)
O (2.023, 4.089, 3.540)
C (3.173, 4.228, 4.381)
C (3.385, 5.549, 5.041)
N (2.812, 5.570, 6.385)
C (1.344, 5.440, 6.607)
C (0.515, 6.516, 5.849)
O (0.628, 7.783, 6.497)
C (-0.117, 8.830, 5.964)
H (1.284, 2.254, 4.260)
H (2.540, 2.218, 2.989)
H (0.868, 2.550, 2.585)
H (4.097, 3.864, 3.932)
H (3.097, 3.515, 5.202)
H (3.108, 6.425, 4.453)
H (4.448, 5.664, 5.249)
H (3.119, 6.381, 6.904)
H (1.161, 5.527, 7.678)
H (0.999, 4.439, 6.350)
H (-0.522, 6.187, 5.784)
H (0.927, 6.536, 4.840)
H (0.161, 9.173, 4.967)
H (0.119, 9.680, 6.604)
H (-1.190, 8.639, 5.976)
C (-1.181, 5.740, 12.274)
O (-1.634, 4.877, 11.253)
C (-0.799, 4.833, 10.076)
C (-1.320, 3.900, 8.936)
N (-1.186, 2.487, 9.210)
C (-1.853, 1.628, 8.259)
C (-1.165, 1.391, 6.859)
O (-1.999, 0.463, 6.247)
C (-1.679, 0.125, 4.929)
H (-1.977, 5.893, 13.002)
H (-1.143, 6.741, 11.843)
H (-0.221, 5.393, 12.656)
H (0.228, 4.588, 10.346)
H (-0.860, 5.840, 9.663)
H (-0.842, 4.171, 7.994)
H (-2.368, 4.162, 8.789)
H (-1.381, 2.206, 10.161)
H (-2.893, 1.888, 8.059)
H (-1.846, 0.675, 8.787)
H (-0.175, 0.946, 6.967)
H (-1.117, 2.333, 6.314)
H (-2.222, -0.787, 4.682)
H (-0.652, -0.234, 4.998)
H (-1.825, 0.998, 4.292)
C (3.093, 2.055, 0.027)
O (4.426, 1.784, -0.234)
C (5.167, 2.859, -0.766)
C (4.547, 3.468, -2.035)
N (5.411, 4.374, -2.715)
C (4.910, 4.561, -4.034)
C (5.759, 5.522, -4.783)
O (5.415, 5.747, -6.144)
C (6.143, 6.690, -6.847)
H (2.475, 2.302, -0.836)
H (2.937, 3.014, 0.520)
H (2.676, 1.181, 0.528)
H (6.198, 2.522, -0.874)
H (5.202, 3.703, -0.077)
H (3.657, 4.000, -1.698)
H (4.273, 2.607, -2.645)
H (5.288, 5.275, -2.277)
H (3.899, 4.954, -3.931)
H (4.879, 3.611, -4.567)
H (6.836, 5.399, -4.665)
H (5.646, 6.492, -4.299)
H (7.181, 6.362, -6.891)
H (6.020, 7.696, -6.446)
H (5.679, 6.799, -7.827)
C (-3.988, 3.995, 5.643)
O (-3.715, 3.679, 4.284)
C (-2.368, 3.946, 3.918)
C (-2.132, 3.312, 2.539)
N (-3.139, 3.813, 1.551)
C (-2.881, 5.235, 1.114)
C (-3.943, 5.732, 0.083)
O (-5.247, 5.868, 0.666)
C (-5.354, 6.840, 1.685)
H (-5.004, 3.604, 5.700)
H (-3.942, 5.033, 5.972)
H (-3.377, 3.491, 6.392)
H (-1.667, 3.515, 4.633)
H (-2.243, 5.028, 3.873)
H (-2.211, 2.232, 2.663)
H (-1.136, 3.551, 2.168)
H (-3.935, 3.835, 2.171)
H (-1.875, 5.273, 0.695)
H (-2.842, 5.877, 1.994)
H (-4.019, 5.029, -0.747)
H (-3.634, 6.692, -0.332)
H (-6.427, 6.904, 1.870)
H (-4.984, 7.801, 1.325)
H (-4.840, 6.569, 2.607)

As for the spin multiplicity: 1. The gap between HOMO and LUMO comes out at 7.0926 eV.

4.
# C4H8O2

A cluster of 2 separate species, C4H8O2 in total (ωB97M-V/def2-TZVPD, the OMol25 dataset).

Positions of all 14 atoms, in Å:
C (-0.803, -1.421, 0.811)
C (-1.170, -0.171, 0.573)
O (-0.568, 0.923, 1.165)
C (0.475, 1.460, 0.362)
C (0.393, 0.913, -1.055)
O (1.271, 0.270, -1.576)
H (-0.006, -1.661, 1.506)
H (-1.300, -2.238, 0.298)
H (-2.001, 0.066, -0.091)
H (1.459, 1.212, 0.778)
H (0.359, 2.552, 0.333)
H (-0.530, 1.163, -1.613)
H (0.785, -1.984, -0.439)
H (1.190, -1.553, -0.886)

As for the spin multiplicity: 1. The gap between HOMO and LUMO comes out at 10.5389 eV. Its relative energy (zero: lowest compared OMol25 entry of this formula, charge and spin) is 90.22 kcal/mol. Its SMILES is C=COCC=O.[H][H].

5.
# C10H12NO4STa

A structure of composition C10H12NO4STa (ωB97M-V/def2-TZVPD, the OMol25 dataset).

Positions of all 29 atoms, in Å:
Ta (-1.214, -1.850, -0.223)
N (1.519, -2.149, -0.036)
C (1.677, -3.570, 0.261)
C (0.378, -4.159, 0.878)
O (0.400, -5.190, 1.500)
O (-0.665, -3.439, 0.617)
H (2.209, -1.843, -0.716)
H (1.652, -1.591, 0.807)
H (2.506, -3.796, 0.942)
H (1.833, -4.105, -0.680)
C (-3.198, -1.552, 0.910)
H (-3.879, -2.402, 0.871)
H (-3.732, -0.681, 0.534)
H (-2.949, -1.369, 1.958)
O (-1.028, 0.060, -0.725)
C (-0.304, 0.702, 0.126)
O (0.068, 0.128, 1.157)
C (0.102, 2.089, -0.194)
C (-0.030, 2.587, -1.489)
C (0.404, 3.866, -1.782)
C (0.963, 4.656, -0.790)
C (1.074, 4.171, 0.504)
C (0.644, 2.894, 0.805)
H (-0.460, 1.959, -2.256)
H (0.308, 4.250, -2.785)
H (1.314, 5.650, -1.023)
H (1.499, 4.792, 1.278)
H (0.721, 2.509, 1.810)
S (-1.812, -2.621, -2.258)

As for the spin multiplicity: 1. The gap between HOMO and LUMO comes out at 8.6264 eV. Its relative energy (zero: lowest compared OMol25 entry of this formula, charge and spin) is 1.35 kcal/mol.

6.
# C11H21F8InN5O11S4

A structure of composition C11H21F8InN5O11S4 (ωB97M-V/def2-TZVPD, the OMol25 dataset).

Positions of all 61 atoms, in Å:
In (-0.236, 0.393, -1.040)
C (-4.830, -1.396, -0.473)
F (-4.730, -0.627, 0.680)
F (-5.695, -2.423, -0.405)
F (-5.254, -0.567, -1.456)
S (-3.062, -2.166, -0.818)
O (-3.147, -3.615, -0.847)
O (-2.611, -1.594, -2.092)
N (-2.040, -1.349, 0.380)
S (-2.228, -2.335, 1.603)
O (-3.582, -2.874, 1.781)
O (-1.213, -3.403, 1.700)
C (-1.807, -1.138, 3.119)
F (-0.828, -0.210, 2.766)
F (-2.886, -0.512, 3.572)
F (-1.260, -1.802, 4.137)
N (0.855, 2.616, 0.527)
S (1.946, 2.862, 1.426)
O (1.595, 3.248, 2.790)
O (3.271, 3.204, 0.883)
F (2.156, 1.237, 1.640)
S (0.672, 4.248, 0.228)
O (1.421, 4.830, -0.847)
O (0.257, 5.109, 1.287)
F (-0.746, 3.931, -0.421)
C (0.360, -4.522, -0.950)
C (1.032, -3.486, -1.826)
O (0.590, -2.333, -1.866)
N (2.056, -3.924, -2.590)
C (2.773, -3.172, -3.548)
H (0.637, -5.550, -1.181)
H (-0.718, -4.501, -1.111)
H (0.447, -4.264, 0.106)
H (2.381, -4.875, -2.489)
H (2.632, -2.100, -3.410)
H (2.369, -3.466, -4.516)
H (3.856, -3.298, -3.580)
C (-4.338, 2.565, 1.360)
C (-2.825, 2.275, 1.311)
O (-2.368, 1.838, 0.285)
N (-2.066, 2.639, 2.320)
C (-2.530, 2.929, 3.670)
H (-4.378, 3.639, 1.179)
H (-4.838, 2.266, 2.282)
H (-4.862, 2.085, 0.534)
H (-1.082, 2.437, 2.218)
H (-1.651, 2.961, 4.313)
H (-3.089, 2.054, 4.003)
H (-3.024, 3.877, 3.881)
C (3.798, 0.922, -3.502)
C (3.755, 0.580, -2.027)
O (2.688, 0.292, -1.523)
N (4.837, 0.763, -1.381)
C (5.052, 0.459, 0.091)
H (3.803, -0.026, -4.040)
H (4.691, 1.445, -3.844)
H (3.010, 1.584, -3.862)
H (5.599, 1.121, -1.939)
H (4.256, -0.151, 0.519)
H (5.172, 1.375, 0.670)
H (5.953, -0.108, 0.326)

As for the spin multiplicity: 2. The gap between HOMO and LUMO (alpha / beta) comes out at 9.2031 / 4.4652 eV. Its expectation value of S² is 0.760.

7.
# C21H15ClFN7O2

An isolated molecule of C21H15ClFN7O2 (ωB97M-V/def2-TZVPD, the OMol25 dataset).

Positions of all 47 atoms, in Å:
C (6.369, 0.708, -2.161)
C (6.002, -0.587, -1.684)
C (5.135, -0.906, -0.568)
O (5.191, -2.094, -0.324)
N (4.458, -0.054, 0.225)
C (3.961, -0.434, 1.482)
C (4.828, -1.034, 2.334)
C (4.380, -1.695, 3.503)
F (5.228, -2.392, 4.329)
C (3.009, -1.810, 3.815)
C (2.046, -1.241, 2.931)
C (2.556, -0.390, 1.891)
N (1.804, 0.266, 0.878)
C (0.462, 0.546, 0.958)
N (-0.178, 0.042, -0.068)
C (-1.468, -0.025, 0.116)
N (-2.166, -0.644, -0.875)
C (-3.408, -0.351, -1.391)
C (-4.203, 0.791, -0.970)
C (-5.460, 1.095, -1.682)
C (-6.079, 2.276, -1.269)
N (-5.709, 3.085, -0.224)
O (-7.161, 2.685, -1.777)
C (-5.787, 0.317, -2.801)
C (-4.954, -0.760, -3.244)
C (-3.834, -1.139, -2.524)
C (-3.207, -2.370, -2.831)
N (-2.783, -3.379, -3.128)
N (-2.271, 0.569, 1.113)
C (-1.518, 1.136, 2.017)
C (-0.185, 1.034, 2.002)
Cl (0.823, 1.747, 3.328)
H (5.892, 1.705, -1.661)
H (6.846, 0.743, -3.121)
H (6.367, -1.477, -2.177)
H (4.214, 0.792, -0.138)
H (5.853, -1.221, 2.004)
H (2.639, -2.296, 4.783)
H (0.986, -1.338, 3.075)
H (1.996, -0.045, -0.036)
H (-1.517, -0.920, -1.603)
H (-3.849, 1.391, -0.122)
H (-6.345, 3.884, -0.033)
H (-5.079, 2.810, 0.547)
H (-6.615, 0.515, -3.454)
H (-5.167, -1.380, -4.108)
H (-2.102, 1.850, 2.644)

As for the spin multiplicity: 1. The gap between HOMO and LUMO comes out at 7.8180 eV. Its relative energy (zero: lowest compared OMol25 entry of this formula, charge and spin) is 73.05 kcal/mol. Its SMILES is C=CC(=O)Nc1cc(F)ccc1Nc1nc(Nc2cc(C(N)=O)ccc2C#N)ncc1Cl.

Max |F| values (in eV/Å) by entry order: 11.7, 7.1, 5.5, 0.8, 3.9, 15.0, 7.6.